1.
C18H21F3N2O5S | the ωB97M-V functional and the def2-TZVPD basis

* highest occupied orbital energy: -0.32969 Eh
* strongest force on any atom: 0.1432 hartree/bohr
* charge: 0
* SMILES string: O=C1N(c2ccc(OC(F)(F)F)cc2)CC[C@]12CCN(S(=O)(=O)C1CC1)C[C@H]2O
* orbital gap: 9.4 eV

Each line ends with the Löwdin charge.
Atoms and positions in Å:
O -0.913 0.067 -1.777  0.027
C -1.289 -0.268 -0.593  -0.334
N -2.303 0.024 0.229  0.001
C -2.839 1.372 0.289  -0.158
C -2.290 2.476 -0.343  -0.034
C -2.692 3.806 -0.380  0.040
C -3.936 4.011 0.346  -0.242
O -4.338 5.352 0.525  0.053
C -4.540 5.738 1.887  -0.485
F -4.374 7.096 1.918  0.146
F -3.512 5.064 2.610  0.101
F -5.843 5.458 2.258  0.133
C -4.642 2.971 0.905  -0.008
C -4.093 1.647 0.873  0.019
C -2.446 -0.866 1.305  -0.142
C -1.410 -1.934 0.960  -0.092
C -0.314 -1.323 0.062  -0.285
C 0.726 -0.439 0.894  -0.082
C 1.921 0.078 0.094  -0.156
N 2.557 -1.042 -0.676  -0.220
S 4.163 -0.848 -1.211  0.783
O 4.923 -0.154 -0.120  -0.316
O 4.103 -0.044 -2.530  -0.373
C 4.597 -2.494 -1.768  -0.360
C 5.961 -2.913 -1.380  -0.154
C 4.763 -3.494 -0.634  -0.160
C 1.667 -1.787 -1.677  -0.078
C 0.452 -2.375 -0.841  -0.246
O 0.902 -3.347 0.110  -0.056
H -1.353 2.308 -0.973  0.133
H -2.027 4.653 -0.704  0.143
H -5.679 3.037 1.223  0.123
H -4.574 0.817 1.369  0.104
H -3.417 -1.232 1.289  0.104
H -2.270 -0.298 2.215  0.138
H -0.897 -2.336 1.914  0.149
H -1.830 -2.746 0.318  0.140
H 1.104 -1.149 1.627  0.114
H 0.095 0.324 1.394  0.136
H 2.496 0.499 0.944  0.128
H 1.707 0.896 -0.589  0.123
H 4.399 -2.883 -2.779  0.149
H 6.567 -2.359 -0.604  0.128
H 6.477 -3.784 -1.860  0.125
H 4.395 -4.489 -0.943  0.105
H 4.777 -3.367 0.493  0.133
H 1.375 -1.111 -2.440  0.106
H 2.150 -2.627 -2.115  0.096
H -0.268 -2.815 -1.621  0.177
H 1.810 -3.172 0.508  0.123

2.
C5H9NO | the ωB97M-V functional and the def2-TZVPD basis

* highest occupied orbital energy: -0.30971 Eh
* strongest force on any atom: 0.0240 hartree/bohr
* charge: 0
* relative energy (zero: lowest compared OMol25 entry of this formula, charge and spin): 4.6687 eV
* SMILES string: CN1[C@H]2[C@@H]1[C@]2(C)O
* orbital gap: 9.5 eV

Each line ends with the Löwdin charge.
Atoms and positions in Å:
C 1.604 -0.007 -1.825  -0.106
N 0.763 0.519 -0.735  -0.052
C -0.367 -0.402 -0.587  -0.131
C 0.631 -0.316 0.465  -0.135
C -0.845 -0.093 0.765  -0.470
C -1.408 1.164 1.367  0.005
O -1.287 -1.296 1.343  0.003
H 2.643 0.319 -1.737  0.077
H 1.187 0.428 -2.739  0.083
H 1.590 -1.108 -1.938  0.083
H -0.670 -1.163 -1.287  0.146
H 1.285 -0.613 1.252  0.149
H -1.576 0.995 2.437  0.087
H -0.653 1.944 1.243  0.085
H -2.344 1.508 0.919  0.081
H -0.553 -1.880 1.056  0.096

3.
CH3N2O3S | the ωB97M-V functional and the def2-TZVPD basis

* highest occupied orbital energy: -0.16523 Eh
* strongest force on any atom: 0.0243 hartree/bohr
* charge: -1
* relative energy (zero: lowest compared OMol25 entry of this formula, charge and spin): 1.1963 eV
* SMILES string: NOSNC(=O)[O-]
* orbital gap: 8.1 eV

Each line ends with the Löwdin charge.
Atoms and positions in Å:
N 0.720 -0.648 -1.832  -0.050
O -0.029 0.593 -1.824  -0.623
S 0.226 1.562 -0.481  0.856
N -0.609 0.879 0.744  -0.334
C -0.074 -0.249 1.554  -0.856
O -0.764 -0.505 2.529  -0.045
O 0.944 -0.748 1.088  -0.083
H 1.126 -0.729 -0.884  0.016
H -0.004 -1.371 -1.870  0.059
H -1.535 1.215 0.977  0.061

4.
C75H104O3S | the ωB97M-V functional and the def2-TZVPD basis

* highest occupied orbital energy: -0.33305 Eh
* strongest force on any atom: 0.0765 hartree/bohr
* charge: 0
* orbital gap: 9.1 eV

Each line ends with the Löwdin charge.
Atoms and positions in Å:
O 6.495 2.191 7.799  -0.306
S 7.263 2.586 6.609  0.686
O 8.678 2.249 6.461  -0.311
O 6.413 2.105 5.272  -0.292
C 7.027 1.944 4.005  -0.276
C 5.978 1.122 3.241  -0.060
C 7.133 4.445 6.366  -0.089
H 7.957 1.376 4.033  0.116
H 7.213 2.942 3.609  0.116
H 5.078 1.736 3.200  0.074
H 5.741 0.176 3.727  0.083
H 6.320 0.907 2.228  0.077
H 6.089 4.758 6.336  0.060
H 7.565 4.592 5.376  0.050
H 7.749 4.950 7.110  0.066
C 5.844 -5.476 9.084  -0.119
C 4.858 -6.162 8.453  -0.100
C 3.813 -5.466 7.842  -0.102
C 3.827 -4.107 7.833  -0.103
C 4.878 -3.424 8.448  -0.089
C 5.922 -4.107 9.034  -0.096
H 6.585 -6.069 9.600  0.103
H 4.794 -7.240 8.431  0.101
H 2.953 -5.971 7.427  0.101
H 3.074 -3.528 7.319  0.100
H 4.928 -2.348 8.527  0.100
H 6.625 -3.585 9.665  0.104
C 2.336 4.862 5.560  -0.093
C 2.303 5.694 6.686  -0.096
C 2.222 7.062 6.500  -0.084
C 2.229 7.612 5.183  -0.098
C 2.384 6.798 4.103  -0.113
C 2.387 5.408 4.281  -0.096
H 2.304 3.783 5.535  0.098
H 2.246 5.309 7.694  0.099
H 2.139 7.772 7.309  0.095
H 2.168 8.678 5.019  0.097
H 2.472 7.258 3.130  0.099
H 2.413 4.823 3.372  0.096
C 7.260 3.825 -1.568  -0.110
C 8.479 3.975 -0.957  -0.095
C 8.835 5.224 -0.463  -0.106
C 7.973 6.283 -0.533  -0.100
C 6.728 6.116 -1.132  -0.089
C 6.374 4.870 -1.640  -0.103
H 6.861 2.928 -2.019  0.102
H 9.219 3.189 -0.934  0.101
H 9.824 5.268 -0.030  0.101
H 8.251 7.263 -0.171  0.100
H 5.976 6.891 -1.108  0.098
H 5.374 4.790 -2.040  0.101
C -8.170 -1.980 2.348  -0.094
C -8.124 -3.238 1.702  -0.060
C -8.510 -4.391 2.442  -0.116
C -9.041 -4.287 3.671  -0.119
C -9.246 -3.022 4.243  -0.078
C -8.841 -1.906 3.531  -0.121
H -7.897 -1.094 1.795  0.098
H -7.752 -3.383 0.699  0.091
H -8.465 -5.369 1.985  0.098
H -9.347 -5.240 4.077  0.101
H -9.697 -3.019 5.225  0.099
H -8.987 -0.971 4.051  0.101
C -7.604 -0.144 -5.744  -0.123
C -7.240 1.053 -5.216  -0.096
C -6.457 1.006 -4.065  -0.104
C -6.114 -0.181 -3.441  -0.075
C -6.485 -1.359 -4.121  -0.107
C -7.198 -1.374 -5.276  -0.098
H -8.182 -0.105 -6.655  0.101
H -7.625 2.011 -5.531  0.105
H -6.220 1.958 -3.614  0.096
H -5.624 -0.199 -2.478  0.098
H -6.207 -2.288 -3.645  0.097
H -7.589 -2.247 -5.777  0.107
C 1.325 -2.273 -8.470  -0.093
C 1.070 -3.537 -8.920  -0.114
C -0.098 -4.151 -8.631  -0.131
C -1.013 -3.569 -7.839  -0.100
C -0.789 -2.278 -7.340  -0.081
C 0.364 -1.623 -7.703  -0.097
H 2.298 -1.839 -8.644  0.101
H 1.779 -4.077 -9.530  0.106
H -0.276 -5.160 -8.973  0.108
H -1.950 -4.066 -7.641  0.103
H -1.565 -1.799 -6.761  0.100
H 0.619 -0.624 -7.380  0.099
C -5.961 4.472 5.205  -0.094
C -4.843 4.939 5.851  -0.098
C -3.680 4.844 5.158  -0.145
C -3.542 4.382 3.907  -0.096
C -4.683 3.880 3.226  -0.072
C -5.895 4.014 3.876  -0.096
H -6.878 4.402 5.772  0.098
H -4.847 5.335 6.856  0.107
H -2.768 5.104 5.675  0.106
H -2.575 4.456 3.432  0.101
H -4.610 3.495 2.219  0.095
H -6.841 3.653 3.502  0.095
C -2.635 -4.164 8.796  -0.082
C -3.310 -4.714 7.606  -0.059
C -4.693 -4.806 7.648  -0.119
C -5.406 -4.362 8.770  -0.082
C -4.715 -3.922 9.931  -0.083
C -3.339 -3.812 9.891  -0.142
H -1.560 -4.072 8.820  0.092
H -2.826 -5.128 6.734  0.089
H -5.219 -5.083 6.746  0.095
H -6.471 -4.541 8.770  0.092
H -5.214 -3.654 10.850  0.096
H -2.774 -3.519 10.764  0.103
C -1.657 7.661 -1.563  -0.111
C -1.525 6.415 -2.098  -0.124
C -0.713 6.175 -3.155  -0.100
C 0.060 7.212 -3.696  -0.099
C -0.020 8.456 -3.130  -0.093
C -0.917 8.709 -2.052  -0.077
H -2.247 7.837 -0.676  0.104
H -1.949 5.543 -1.623  0.105
H -0.670 5.192 -3.600  0.101
H 0.729 7.035 -4.525  0.099
H 0.663 9.199 -3.515  0.096
H -0.833 9.662 -1.552  0.098
C -1.675 -2.150 1.682  -0.122
C -0.924 -0.876 2.019  -0.285
C -0.624 -0.101 0.748  -0.230
C 0.394 -0.919 -0.101  -0.219
C 1.037 0.023 -1.150  -0.273
C 2.090 -0.727 -1.948  -0.125
H -2.286 -1.929 0.808  0.074
H -2.471 -2.364 2.395  0.064
H -1.000 -3.006 1.676  0.075
H -1.641 -0.319 2.622  0.098
H -0.029 -1.040 2.620  0.107
H -0.237 0.882 1.015  0.103
H -1.518 0.112 0.162  0.108
H 1.115 -1.386 0.570  0.108
H 0.018 -1.803 -0.616  0.108
H 0.259 0.416 -1.806  0.105
H 1.440 0.899 -0.642  0.101
H 1.716 -1.586 -2.504  0.071
H 2.630 -0.039 -2.598  0.066
H 2.801 -1.188 -1.262  0.068
C 2.878 2.576 -13.959  -0.115
C 3.190 2.477 -12.479  -0.297
C 3.793 3.756 -11.978  -0.233
C 4.100 3.874 -10.461  -0.227
C 4.990 2.811 -9.816  -0.256
C 5.085 2.902 -8.242  -0.107
H 2.433 1.705 -14.440  0.069
H 3.769 2.816 -14.540  0.072
H 2.180 3.410 -14.031  0.071
H 2.329 2.184 -11.878  0.112
H 3.875 1.650 -12.292  0.100
H 3.151 4.627 -12.113  0.110
H 4.735 3.874 -12.514  0.113
H 4.649 4.796 -10.269  0.104
H 3.144 3.952 -9.943  0.109
H 4.530 1.854 -10.064  0.088
H 6.029 2.801 -10.146  0.104
H 5.693 2.070 -7.886  0.059
H 5.565 3.840 -7.965  0.063
H 4.140 2.810 -7.707  0.062
C -0.880 -6.988 -2.643  -0.100
C -2.122 -7.224 -1.658  -0.230
C -2.829 -8.594 -1.733  -0.242
C -3.449 -8.978 -0.405  -0.246
C -4.053 -10.360 -0.387  -0.260
C -5.275 -10.545 0.560  -0.110
H -0.104 -7.753 -2.634  0.056
H -0.248 -6.110 -2.514  0.052
H -1.170 -6.899 -3.690  0.057
H -1.835 -7.054 -0.620  0.088
H -2.808 -6.389 -1.800  0.095
H -2.081 -9.318 -2.057  0.107
H -3.523 -8.627 -2.573  0.112
H -2.690 -8.815 0.360  0.114
H -4.256 -8.262 -0.253  0.112
H -4.178 -10.810 -1.372  0.105
H -3.297 -10.999 0.067  0.098
H -5.084 -10.347 1.615  0.069
H -6.096 -9.874 0.304  0.060
H -5.705 -11.541 0.460  0.062

5.
C26H37IrN4PS | the ωB97M-V functional and the def2-TZVPD basis

* highest occupied orbital energy (spin up / spin down): -0.67050 / -0.70013 Eh
* strongest force on any atom: 0.0155 hartree/bohr
* charge: +4
* relative energy (zero: lowest compared OMol25 entry of this formula, charge and spin): 0.0000 eV
* 2S+1: 2
* orbital gap (spin up / spin down): 6.1 / 6.3 eV

Each line ends with the Löwdin charge.
Atoms and positions in Å:
Ir 1.067 -0.322 -0.330  1.150
C 1.402 -1.248 2.452  -0.124
C 2.801 -0.937 2.012  -0.111
N 2.749 -0.060 0.783  -0.171
C 3.977 -0.257 -0.041  -0.194
C 4.012 -1.669 -0.633  -0.355
S 2.346 -2.235 -1.161  0.923
C 1.862 -3.460 0.110  -0.356
C 0.593 -3.026 0.813  -0.200
N 0.587 -1.588 1.247  -0.202
H 0.937 -0.368 2.899  0.135
H 1.378 -2.056 3.184  0.155
H 3.352 -1.836 1.757  0.109
H 3.363 -0.417 2.789  0.162
H 2.723 0.910 1.103  0.139
H 4.858 -0.078 0.580  0.156
H 3.962 0.502 -0.821  0.098
H 4.424 -2.412 0.048  0.098
H 4.649 -1.683 -1.516  0.099
H 2.698 -3.608 0.790  0.095
H 1.694 -4.407 -0.401  0.109
H 0.420 -3.656 1.688  0.152
H -0.269 -3.139 0.152  0.113
H -0.381 -1.416 1.517  0.050
C -5.606 1.248 4.170  0.022
C -5.821 0.475 3.028  -0.013
C -4.768 0.177 2.190  -0.052
C -3.487 0.680 2.489  -0.367
C -3.271 1.451 3.653  -0.076
C -4.335 1.736 4.480  -0.017
P -2.115 0.300 1.479  1.210
C -2.389 -0.845 0.132  -0.377
C -2.929 -2.104 0.406  -0.082
C -3.109 -3.021 -0.624  -0.017
C -2.731 -2.694 -1.921  -0.016
C -2.172 -1.447 -2.195  -0.050
C -1.994 -0.519 -1.177  -0.115
C -1.092 1.659 0.942  -0.373
C -1.628 2.942 1.127  -0.046
C -0.927 4.074 0.740  -0.015
C 0.317 3.915 0.156  -0.028
C 0.820 2.634 -0.069  -0.161
C 0.156 1.463 0.305  -0.304
H -6.438 1.473 4.825  0.138
H -6.815 0.117 2.796  0.134
H -4.938 -0.405 1.294  0.111
H -2.281 1.817 3.898  0.119
H -4.186 2.329 5.372  0.133
H -3.228 -2.365 1.416  0.130
H -3.554 -3.985 -0.415  0.137
H -2.891 -3.402 -2.723  0.134
H -1.926 -1.185 -3.217  0.118
H -1.636 0.481 -1.400  0.096
H -2.608 3.055 1.573  0.117
H -1.349 5.058 0.893  0.136
H 0.898 4.782 -0.131  0.129
H 1.813 2.571 -0.515  0.087
N 3.321 2.007 -5.183  0.218
C 2.187 1.219 -4.572  -0.092
C 2.500 0.674 -3.160  -0.191
N 1.292 0.630 -2.293  -0.088
H 3.052 2.345 -6.116  0.195
H 4.169 1.445 -5.315  0.190
H 3.580 2.834 -4.635  0.185
H 1.984 0.408 -5.271  0.149
H 1.321 1.881 -4.563  0.145
H 3.262 1.277 -2.662  0.118
H 2.884 -0.342 -3.241  0.107
H 0.587 0.063 -2.777  0.102
H 0.878 1.562 -2.210  0.089